C15H29BeGeSe | ωB97M-V/def2-TZVPD

Atoms and positions in Å:
Be -0.233 1.035 -0.731
C 0.011 2.887 -1.001
C 1.180 2.148 -0.845
C 1.188 1.113 -1.829
C 0.030 1.182 -2.632
C -0.812 2.221 -2.055
C -2.097 2.595 -2.691
C -0.214 0.351 -3.877
C 2.414 0.284 -2.110
C 2.343 2.584 0.074
C -0.331 4.198 -0.359
H -1.968 3.588 -3.182
H -2.931 2.722 -1.948
H -2.355 1.904 -3.504
H 0.099 0.815 -4.853
H -1.303 -0.030 -4.010
H 0.275 -0.631 -3.821
H 3.037 0.791 -2.864
H 2.123 -0.713 -2.547
H 2.982 0.245 -1.154
H 3.227 1.894 -0.011
H 1.969 2.627 1.088
H 2.681 3.631 -0.221
H 0.073 5.018 -0.973
H 0.150 4.332 0.622
H -1.422 4.323 -0.171
C 1.361 -3.993 2.835
Ge -0.414 -3.374 2.118
C -1.322 -2.579 3.642
C -1.571 -4.705 1.283
C -0.015 -1.955 0.891
Se -1.242 -0.407 0.613
C -0.878 0.834 2.127
H 1.214 -4.707 3.649
H 1.884 -3.080 3.249
H 1.906 -4.520 1.988
H -1.416 -3.250 4.476
H -2.270 -2.082 3.297
H -0.682 -1.773 4.009
H -1.709 -4.371 0.269
H -2.582 -4.646 1.771
H -1.175 -5.754 1.246
H 0.071 -2.345 -0.198
H 0.983 -1.535 1.043
H -1.685 0.981 2.834
H -0.480 1.832 1.774
H -0.095 0.316 2.685

Values from the calculation:
Orbital gap in eV: 9.7
Total charge: +1
Spin multiplicity: 1
Total energy in Ha: -5081.83433

---

C15H29Br3FO10S2 | ωB97M-V/def2-TZVPD

Atoms and positions in Å:
F 0.362 1.552 -0.175
O 0.197 1.755 6.366
C -0.223 0.756 6.956
O -1.000 0.862 8.034
C -1.329 -0.431 8.611
C -1.145 -1.433 7.438
C -0.082 -0.715 6.549
H -2.287 -0.341 9.124
H -0.651 -0.650 9.435
H -2.082 -1.694 6.946
H -0.810 -2.396 7.823
H -0.369 -0.902 5.515
H 0.942 -1.030 6.751
O 2.956 3.016 -5.329
C 2.524 2.903 -6.440
O 3.209 3.217 -7.544
C 2.355 3.143 -8.723
C 1.214 2.249 -8.229
C 1.112 2.486 -6.784
H 2.928 2.716 -9.546
H 1.913 4.123 -8.903
H 1.203 1.195 -8.504
H 0.285 2.541 -8.719
H 0.690 1.747 -6.103
H 0.552 3.373 -6.489
O 6.799 -2.443 3.042
S 7.302 -1.345 2.184
O 6.779 0.052 2.236
O 8.937 -1.349 2.358
C 9.500 -2.619 2.402
C 10.859 -2.438 3.026
C 7.248 -1.857 0.393
H 9.549 -3.094 1.423
H 8.907 -3.319 2.990
H 11.558 -1.946 2.350
H 11.185 -3.426 3.352
H 10.738 -1.758 3.870
H 6.230 -1.631 0.077
H 7.305 -2.937 0.251
H 8.020 -1.299 -0.136
O -6.557 2.466 -2.303
S -7.534 2.255 -1.240
O -8.287 3.403 -0.744
O -8.505 0.983 -1.739
C -9.899 1.082 -1.639
C -10.404 1.110 -0.208
C -6.833 1.365 0.218
H -10.389 0.315 -2.239
H -10.264 1.989 -2.120
H -10.710 2.096 0.143
H -9.733 0.736 0.565
H -11.309 0.503 -0.187
H -7.687 1.118 0.849
H -6.097 2.018 0.687
H -6.302 0.482 -0.138
C -2.484 -3.549 -3.510
Br -3.756 -2.947 -5.002
Br -1.083 -4.835 -4.099
Br -3.590 -4.516 -2.117
H -1.960 -2.708 -3.056

Values from the calculation:
Orbital gap in eV: 3.9
Relative energy (zero: lowest compared OMol25 entry of this formula, charge and spin) in kcal per mole: 0.0
Total charge: -1
Spin multiplicity: 1
Total energy in Ha: -9959.51965

---

C15H29BrCaClCsFILiMgN3O7S | ωB97M-V/def2-TZVPD

Atoms and positions in Å:
C 1.977 -0.178 0.502
C 1.762 0.677 -0.834
C 2.966 0.180 -1.777
C 0.433 0.203 -1.564
C -0.754 1.279 -1.777
I -0.983 1.600 -3.972
C -2.180 0.599 -1.289
C -2.245 0.323 0.278
O -2.221 -0.894 0.613
C -0.559 2.699 -1.102
C 0.764 2.888 -0.231
C 1.152 4.434 -0.406
C 0.378 2.712 1.291
N 1.947 2.120 -0.671
O 2.607 2.679 -1.633
H 3.128 -0.344 0.558
H 1.707 0.355 1.442
H 1.522 -1.254 0.433
H 2.901 -0.962 -1.736
H 3.965 0.469 -1.371
H 2.808 0.451 -2.850
H -0.040 -0.721 -1.009
H 0.727 -0.209 -2.626
H -2.300 -0.420 -1.848
H -3.094 1.235 -1.654
H -2.277 1.099 1.087
H -1.441 2.920 -0.448
H -0.527 3.462 -1.933
H 1.079 4.749 -1.487
H 0.407 5.051 0.167
H 2.168 4.662 -0.003
H 1.301 2.958 1.890
H -0.359 3.513 1.574
H -0.004 1.683 1.497
F -0.008 2.021 3.841
Ca -0.938 -0.825 -3.066
Cl -3.705 2.579 1.301
Mg -4.439 1.266 -0.792
C -5.204 2.590 -5.059
O -6.279 2.189 -4.579
O -4.086 2.010 -4.932
O -5.071 3.639 -5.746
Li 3.392 -2.163 0.037
Br 0.072 -1.230 1.573
Cs -8.287 2.049 -4.529
C 1.000 -0.116 7.117
O 1.395 -0.400 8.244
N 0.886 1.155 6.670
N 0.638 -1.065 6.207
H 0.562 1.397 5.739
H 1.141 1.889 7.305
H 0.706 -2.024 6.494
H 0.312 -0.851 5.281
C 0.069 -6.315 -0.168
S 1.644 -5.588 -0.653
O 1.344 -4.385 -1.503
C 2.138 -6.922 -1.759
H -0.436 -5.622 0.505
H -0.549 -6.482 -1.050
H 0.249 -7.257 0.351
H 1.390 -7.052 -2.542
H 2.250 -7.844 -1.188
H 3.094 -6.659 -2.211

Values from the calculation:
Orbital gap (alpha / beta) in eV: 3.2 / 3.1
Total charge: +1
Spin multiplicity: 2
Total energy in Ha: -6014.43386

---

C15H29I2NO10S3 | ωB97M-V/def2-TZVPD

Atoms and positions in Å:
C -1.929 -2.596 2.005
C -0.660 -2.601 1.157
C -0.534 -1.311 0.338
N 0.240 -1.368 -0.906
C 1.647 -1.699 -0.884
C 2.325 -1.155 0.370
C 3.846 -0.979 0.381
C 4.367 -0.822 1.816
S 4.692 0.886 2.332
O 1.691 -3.180 -0.920
C 2.512 -3.901 -0.120
O 2.099 -4.693 0.665
C 2.165 -1.207 -2.266
I 3.902 -2.264 -2.971
C 2.236 0.332 -2.529
C 1.545 1.281 -1.550
I 4.197 1.168 -2.846
H -2.052 -3.541 2.534
H -2.818 -2.385 1.406
H -1.873 -1.823 2.777
H 0.195 -2.729 1.825
H -0.664 -3.457 0.478
H -1.540 -1.003 0.038
H -0.166 -0.491 0.959
H -0.205 -2.057 -1.506
H 1.881 -0.175 0.554
H 2.013 -1.770 1.218
H 4.100 -0.068 -0.166
H 4.359 -1.812 -0.097
H 3.700 -1.302 2.535
H 5.339 -1.308 1.917
H 3.510 1.392 1.955
H 3.578 -3.811 -0.374
H 1.426 -1.598 -2.963
H 1.792 0.473 -3.511
H 1.460 2.259 -2.019
H 0.545 0.929 -1.300
H 2.132 1.441 -0.645
C -6.157 -2.618 1.773
C -7.365 -2.408 2.666
O -6.788 -2.024 3.922
S -5.466 -1.163 3.684
O -5.761 0.222 3.749
O -4.429 -1.725 4.470
O -5.271 -1.553 2.147
H -5.667 -3.574 1.966
H -6.383 -2.519 0.715
H -7.949 -3.310 2.821
H -8.005 -1.602 2.303
C 1.677 6.765 -3.194
C 0.269 6.560 -3.720
O -0.246 5.508 -2.889
S 0.342 5.637 -1.411
O -0.573 6.316 -0.567
O 0.864 4.370 -1.043
O 1.527 6.639 -1.771
H 2.363 5.995 -3.549
H 2.077 7.752 -3.408
H 0.239 6.223 -4.752
H -0.348 7.451 -3.595

Values from the calculation:
Orbital gap in eV: 8.7
Spin multiplicity: 1
Total energy in Ha: -3185.97393

---

C15H29N3O2S | ωB97M-V/def2-TZVPD

Atoms and positions in Å:
C 1.910 4.095 -3.882
C 2.419 2.913 -3.590
C 3.462 2.680 -2.540
N 3.077 1.629 -1.626
C 3.584 0.383 -1.675
S 4.850 -0.069 -2.631
N 3.086 -0.514 -0.773
N 1.900 -0.270 -0.073
C 0.848 -1.131 -0.191
O 0.816 -2.007 -1.024
C -0.230 -0.853 0.851
C -1.546 -1.528 0.461
C -2.182 -0.867 -0.760
C -3.464 -1.562 -1.230
C -4.600 -1.408 -0.221
C -3.893 -0.993 -2.582
C 0.294 -1.336 2.222
C 0.575 -0.200 3.221
C 1.323 -0.761 4.434
C -0.728 0.465 3.676
O 1.400 0.757 2.553
H 1.172 4.224 -4.654
H 2.225 4.990 -3.368
H 2.099 2.023 -4.115
H 3.652 3.597 -1.973
H 4.395 2.349 -3.012
H 2.208 1.753 -1.124
H 3.264 -1.490 -0.986
H 1.995 0.246 0.800
H -0.378 0.230 0.885
H -2.230 -1.479 1.309
H -1.346 -2.577 0.235
H -1.459 -0.888 -1.576
H -2.405 0.180 -0.534
H -3.249 -2.628 -1.357
H -4.357 -1.888 0.724
H -5.509 -1.865 -0.605
H -4.801 -0.355 -0.033
H -3.107 -1.128 -3.321
H -4.105 0.071 -2.496
H -4.790 -1.493 -2.941
H -0.434 -2.010 2.673
H 1.216 -1.906 2.082
H 2.291 -1.152 4.129
H 1.482 0.018 5.178
H 0.752 -1.563 4.893
H -0.515 1.292 4.352
H -1.352 -0.254 4.198
H -1.280 0.853 2.825
H 1.662 1.429 3.192

Values from the calculation:
Orbital gap in eV: 8.4
Relative energy (zero: lowest compared OMol25 entry of this formula, charge and spin) in kcal per mole: 3.6
Spin multiplicity: 1
Total energy in Ha: -1301.89324
SMILES: C=CCNC(=S)NNC(=O)[C@@H](CCC(C)C)CC(C)(C)O